Entry 1:
{
  "formula": "C14H9LiNO6",
  "method": "wB97M-V/def2-TZVPD",
  "gap_ev": 8.80,
  "charge": -1,
  "lumo_ev": 2.941,
  "symbols": ["Li", "O", "C", "O", "C", "C", "C", "C", "C", "N", "C", "O", "O", "H", "H", "H", "H", "O", "C", "O", "C", "C", "C", "C", "C", "C", "H", "H", "H", "H", "H"],
  "positions_angstrom": [[-1.6498, 1.8967, -0.3116], [2.4271, 2.3329, -2.2306], [1.2007, 2.4826, -1.6782], [0.2198, 2.6970, -2.3390], [1.2335, 2.4978, -0.1806], [2.3894, 2.3505, 0.5689], [2.2623, 2.3213, 1.9511], [1.0092, 2.4200, 2.5326], [-0.0960, 2.5571, 1.7027], [0.0381, 2.6139, 0.3825], [-1.5534, 2.5471, 2.2073], [-1.7152, 2.6107, 3.4288], [-2.4108, 2.4569, 1.2827], [2.2746, 2.1769, -3.1720], [3.3431, 2.2427, 0.0736], [3.1431, 2.1995, 2.5699], [0.8632, 2.3836, 3.6028], [0.7444, -0.3065, -1.3089], [-0.4354, -0.5882, -1.0277], [-1.4091, 0.1990, -0.8897], [-0.7451, -2.0745, -0.8373], [0.2600, -3.0258, -0.9635], [-0.0257, -4.3751, -0.8059], [-1.3227, -4.7824, -0.5200], [-2.3298, -3.8353, -0.3891], [-2.0412, -2.4865, -0.5464], [1.2603, -2.6811, -1.1896], [0.7623, -5.1129, -0.9055], [-1.5475, -5.8357, -0.3968], [-3.3414, -4.1524, -0.1627], [-2.8077, -1.7297, -0.4477]],
  "nbo_charge": [0.91, -0.69, 0.80, -0.58, 0.09, -0.21, -0.18, -0.21, 0.11, -0.46, 0.74, -0.71, -0.82, 0.49, 0.23, 0.21, 0.24, -0.74, 0.76, -0.85, -0.06, -0.21, -0.23, -0.23, -0.22, -0.22, 0.23, 0.20, 0.20, 0.20, 0.24]
}

Entry 2:
{
  "formula": "C14H9N6O6",
  "method": "wB97M-V/def2-TZVPD",
  "gap_ev": 3.52,
  "charge": -1,
  "lumo_ev": -0.028,
  "symbols": ["C", "C", "C", "N", "C", "C", "C", "C", "N", "O", "O", "C", "C", "H", "H", "H", "H", "H", "H", "H", "O", "N", "C", "C", "C", "N", "O", "O", "N", "C", "N", "C", "O", "H", "H"],
  "positions_angstrom": [[-1.6220, -2.0834, -1.8095], [-0.8923, -0.7921, -1.6835], [-1.7019, 0.3487, -1.8045], [-2.4316, 1.2433, -1.9853], [0.5253, -0.6840, -1.7994], [1.3966, -1.8331, -1.8700], [2.7685, -1.6903, -1.9369], [3.3370, -0.4003, -1.9786], [4.7522, -0.2339, -1.9830], [5.2174, 0.9303, -1.9895], [5.4905, -1.2454, -1.9733], [2.5178, 0.7443, -1.9622], [1.1416, 0.6044, -1.8880], [-0.9704, -2.9596, -1.8279], [-2.3742, -2.1962, -1.0139], [-2.1961, -2.0505, -2.7504], [0.9684, -2.8389, -1.9064], [3.4332, -2.5535, -1.9503], [2.9871, 1.7194, -1.9997], [0.5207, 1.4984, -1.9471], [-4.2445, -0.0268, 0.9000], [-3.9542, 1.0240, 1.5084], [-2.6283, 1.2289, 2.0077], [-1.6654, 0.2120, 1.9438], [-0.5109, 0.4817, 2.6527], [0.6155, -0.2920, 2.9017], [0.9389, -1.4171, 2.5565], [1.4658, 0.4762, 3.7507], [0.8739, 1.7179, 4.0618], [-0.3267, 1.7039, 3.4131], [-1.2749, 2.6362, 3.4950], [-2.3847, 2.3985, 2.8063], [-4.7947, 1.9255, 1.7367], [-1.7958, -0.7331, 1.4278], [-3.1818, 3.1368, 2.8973]],
  "nbo_charge": [-0.60, -0.36, 0.29, -0.47, 0.04, -0.28, -0.17, -0.04, 0.50, -0.46, -0.46, -0.18, -0.27, 0.20, 0.20, 0.20, 0.20, 0.23, 0.24, 0.22, -0.35, 0.50, -0.04, -0.06, -0.05, 0.43, -0.33, -0.15, -0.11, 0.29, -0.41, 0.12, -0.39, 0.28, 0.24]
}

Entry 3:
{
  "formula": "C15H10Cl3N5O5Ta",
  "method": "wB97M-V/def2-TZVPD",
  "gap_ev": 5.09,
  "charge": 3,
  "lumo_ev": -11.992,
  "symbols": ["Ta", "O", "C", "C", "C", "C", "C", "C", "C", "O", "N", "O", "O", "H", "H", "H", "H", "Cl", "C", "C", "C", "Cl", "C", "O", "C", "Cl", "C", "H", "H", "N", "C", "N", "N", "C", "N", "H", "H", "H", "H"],
  "positions_angstrom": [[-0.5617, -0.0829, 0.3044], [0.1585, 2.0344, -0.2398], [1.3180, 2.5171, -0.1033], [2.4499, 1.9385, 0.5677], [3.6581, 2.6285, 0.6773], [4.6920, 2.0327, 1.3636], [4.5656, 0.7824, 1.9491], [3.3619, 0.0824, 1.8310], [2.3396, 0.6728, 1.1441], [1.1241, 0.0790, 0.9727], [5.9817, 2.7637, 1.4846], [6.8415, 2.2167, 2.1285], [6.0378, 3.8317, 0.9226], [1.4675, 3.5089, -0.5389], [3.7950, 3.6138, 0.2461], [5.4033, 0.3709, 2.4978], [3.2374, -0.8992, 2.2688], [-6.6255, 0.6916, 4.1494], [-5.4108, 0.3469, 3.0104], [-4.1240, 0.8476, 3.2167], [-3.1933, 0.5410, 2.2626], [-1.4899, 1.0295, 2.3724], [-3.4583, -0.2042, 1.1227], [-2.3991, -0.4325, 0.2915], [-4.7334, -0.7074, 0.9451], [-5.0712, -1.6630, -0.4375], [-5.7063, -0.4304, 1.8926], [-3.8934, 1.4361, 4.0946], [-6.7029, -0.8326, 1.7679], [-1.3421, -3.7079, -4.3433], [-0.2448, -2.9967, -4.4780], [0.5631, -3.1207, -5.4995], [0.1179, -2.0804, -3.5215], [-0.1210, -1.5612, -2.4704], [-0.2235, -0.9539, -1.4190], [-1.6190, -4.3861, -5.0418], [-1.9561, -3.5925, -3.5529], [0.3743, -3.7695, -6.2530], [1.3894, -2.5453, -5.5854]],
  "nbo_charge": [2.50, -0.64, 0.49, -0.28, -0.06, 0.02, -0.05, -0.26, 0.41, -0.73, 0.53, -0.30, -0.32, 0.22, 0.29, 0.30, 0.27, 0.16, 0.00, -0.22, -0.05, 0.16, 0.24, -0.70, -0.06, 0.10, -0.20, 0.28, 0.28, -0.70, 0.68, -0.67, -0.47, 0.82, -0.85, 0.45, 0.44, 0.45, 0.46]
}

Entry 4:
{
  "formula": "C15H10ClN3O2",
  "method": "wB97M-V/def2-TZVPD",
  "gap_ev": 8.62,
  "smiles": "O=C[C@H](/C=N/c1ccccn1)c1nc2cc(Cl)ccc2o1",
  "lumo_ev": -0.400,
  "symbols": ["O", "Cl", "N", "N", "N", "O", "C", "C", "C", "C", "C", "C", "C", "C", "C", "C", "C", "C", "C", "C", "C", "H", "H", "H", "H", "H", "H", "H", "H", "H", "H"],
  "positions_angstrom": [[2.1691, -0.9886, 0.2062], [-1.4189, -7.2792, -0.9766], [-0.3658, -2.3448, -1.6834], [0.9729, 2.1572, -0.5932], [-0.2927, 3.6111, 0.9007], [-1.1652, -1.5271, 0.3744], [1.8658, -0.4628, -0.8365], [-0.4621, -1.2980, -0.8256], [0.1823, 1.1266, -0.4564], [-0.1877, 4.7615, 1.6524], [0.7714, 3.3738, 0.0340], [0.8333, 5.7191, 1.5046], [1.8490, 4.3362, -0.1190], [1.8131, 5.5516, 0.5284], [-1.8101, -5.2321, 0.8921], [-0.9717, -4.6228, -1.2345], [-1.9581, -3.8402, 1.2933], [-1.4909, -5.6299, -0.3387], [-1.0553, -3.2992, -0.9062], [-1.4970, -2.8863, 0.3327], [0.4589, -0.1503, -1.1622], [2.4411, -0.3312, -1.6897], [-0.7836, 1.1718, 0.1020], [-1.0999, 5.0020, 2.1114], [0.8275, 6.5680, 2.1214], [2.7133, 4.2791, -0.7751], [2.3747, 6.4284, 0.3676], [-2.3012, -5.9410, 1.4881], [-0.4977, -4.8336, -2.2157], [-2.3300, -3.4752, 2.2100], [0.4157, 0.0559, -2.3066]],
  "nbo_charge": [-0.49, 0.00, -0.42, -0.46, -0.43, -0.43, 0.47, 0.54, 0.19, 0.03, 0.32, -0.24, -0.23, -0.17, -0.24, -0.18, -0.23, -0.03, 0.03, 0.26, -0.45, 0.13, 0.20, 0.20, 0.21, 0.23, 0.22, 0.23, 0.24, 0.23, 0.28]
}

Entry 5:
{
  "formula": "C15H10Co2NO7",
  "method": "wB97M-V/def2-TZVPD",
  "gap_ev": 4.62,
  "charge": -1,
  "lumo_ev": 2.269,
  "symbols": ["O", "C", "Co", "C", "O", "C", "O", "C", "C", "C", "C", "C", "C", "C", "C", "C", "Co", "C", "O", "C", "O", "C", "O", "H", "H", "H", "H", "H", "H", "H", "N", "O", "H", "H", "H"],
  "positions_angstrom": [[-2.9862, 2.7692, 1.2018], [-1.8978, 2.3501, 1.2424], [-0.3133, 1.6660, 1.3030], [0.6084, 3.1700, 1.0754], [1.1747, 4.1630, 0.9402], [-0.1835, 1.3830, 3.0347], [-0.1455, 1.3260, 4.1884], [-0.7994, -0.0895, 0.4238], [-2.1186, -0.6907, 0.7812], [-2.5171, -0.9172, 2.1154], [-3.7650, -1.4938, 2.4115], [-4.6168, -1.8771, 1.3835], [-4.2308, -1.7234, 0.0597], [-2.9793, -1.1528, -0.2414], [-0.1056, -0.3466, -0.7453], [-0.3006, -0.5262, -2.1860], [0.9160, -0.4021, 0.7393], [0.9250, -1.0142, 2.3588], [1.0073, -1.4721, 3.4204], [2.1087, 0.9759, 0.8856], [3.1375, 1.5071, 0.9614], [1.9518, -1.7234, 0.1232], [2.6097, -2.6316, -0.1754], [-1.8033, -0.6374, 2.9074], [-4.0196, -1.6248, 3.4584], [-5.5732, -2.3118, 1.6179], [-4.8686, -2.0347, -0.7672], [-2.6679, -1.0548, -1.2901], [0.2727, -1.4484, -2.5131], [-1.3505, -0.5241, -2.5962], [0.3169, 0.5848, -2.8410], [-0.2997, 2.0448, -3.8522], [0.8110, 1.2157, -2.2679], [0.8761, 0.2945, -3.6378], [0.2800, 1.8992, -4.6304]],
  "nbo_charge": [-0.54, 0.58, -0.04, 0.49, -0.53, 0.44, -0.56, -0.37, 0.04, -0.22, -0.22, -0.24, -0.20, -0.24, -0.08, -0.35, -0.10, 0.56, -0.53, 0.47, -0.55, 0.63, -0.52, 0.21, 0.21, 0.20, 0.20, 0.21, 0.23, 0.18, -0.55, -0.97, 0.40, 0.37, 0.39]
}

Entry 6:
{
  "formula": "C15H10N2O3",
  "method": "wB97M-V/def2-TZVPD",
  "gap_ev": 6.92,
  "smiles": "COn1c(=O)cc2c3ccccc3n3c(=O)ccc1c23",
  "lumo_ev": -0.892,
  "symbols": ["O", "O", "O", "C", "C", "C", "C", "C", "C", "C", "C", "C", "C", "C", "C", "C", "C", "N", "N", "C", "H", "H", "H", "H", "H", "H", "H", "H", "H", "H"],
  "positions_angstrom": [[-2.6809, -1.8904, 1.7770], [2.5902, 2.6598, -0.7070], [-1.4548, 0.1241, 3.4375], [-1.6772, -1.2326, 1.4389], [1.7646, 1.9707, -0.0537], [1.4138, 2.4246, 1.2427], [0.5355, 1.8081, 2.0472], [-1.1114, -1.7642, 0.1920], [-0.2543, -0.9664, -0.4607], [-0.1871, 0.5445, 1.4957], [0.2035, 0.2297, 0.1567], [1.0277, -1.4145, -3.9550], [1.9819, -0.3651, -3.8958], [0.2035, -1.7758, -2.8878], [2.1381, 0.4096, -2.8194], [0.3473, -0.9769, -1.8051], [1.1984, 0.1154, -1.7650], [-1.3116, -0.0310, 2.0892], [1.1374, 0.8761, -0.5787], [-2.7956, 0.0025, 3.8374], [1.8330, 3.2890, 1.7129], [0.2139, 2.3434, 2.9618], [-1.6396, -2.6039, -0.3604], [1.0125, -2.2018, -4.7361], [2.6018, -0.2840, -4.8218], [-0.3904, -2.6760, -2.7415], [2.7704, 1.2885, -2.7949], [-3.1571, -0.9995, 3.9547], [-3.4900, 0.6062, 3.1739], [-2.8233, 0.4897, 4.8652]],
  "nbo_charge": [-0.62, -0.62, -0.34, 0.57, 0.60, -0.27, -0.15, -0.25, -0.01, 0.15, 0.11, -0.21, -0.20, -0.19, -0.20, -0.04, 0.17, -0.12, -0.36, -0.26, 0.24, 0.24, 0.25, 0.22, 0.23, 0.23, 0.26, 0.21, 0.19, 0.19]
}

Entry 7:
{
  "formula": "C15H11BF4I2IrN2O",
  "method": "wB97M-V/def2-TZVPD",
  "gap_ev": 6.99,
  "charge": 1,
  "lumo_ev": -4.241,
  "symbols": ["Ir", "I", "C", "C", "C", "I", "C", "C", "C", "C", "N", "C", "C", "O", "H", "H", "H", "H", "F", "B", "F", "F", "F", "N", "C", "C", "C", "C", "C", "C", "H", "H", "H", "H", "H", "H", "H"],
  "positions_angstrom": [[-0.0683, 0.0972, 0.0412], [-4.2369, -1.4103, 2.7822], [-2.4831, -0.4678, 3.3535], [-2.2718, -0.0584, 4.6891], [-1.1137, 0.5650, 5.0873], [-0.9051, 1.1387, 7.0753], [-0.0863, 0.8088, 4.1426], [1.1564, 1.4378, 4.3757], [2.0549, 1.6032, 3.3516], [1.7400, 1.1502, 2.0644], [0.5828, 0.5612, 1.8249], [-0.3325, 0.3861, 2.8270], [-1.5099, -0.2431, 2.4133], [-1.5732, -0.5826, 1.1202], [-3.0505, -0.2486, 5.4147], [1.3919, 1.7916, 5.3710], [3.0058, 2.0880, 3.5143], [2.4180, 1.2672, 1.2290], [-2.0995, 3.1813, -1.6144], [-1.1917, 3.2605, -0.6804], [-1.2434, 2.4015, 0.3556], [-0.2570, 4.1765, -0.6744], [0.2636, 1.1710, -1.5428], [0.5304, -1.7944, 0.3255], [1.4059, -2.3449, -0.7137], [2.5064, -3.0887, -0.3265], [3.3300, -3.6343, -1.3000], [3.0483, -3.4287, -2.6418], [1.9417, -2.6770, -3.0158], [1.1108, -2.1329, -2.0508], [0.9493, -1.9463, 1.2417], [-0.3742, -2.2760, 0.3218], [2.7268, -3.2391, 0.7247], [4.1865, -4.2256, -1.0071], [3.6905, -3.8554, -3.3999], [1.7259, -2.5101, -4.0620], [0.2461, -1.5506, -2.3486]],
  "nbo_charge": [1.33, 0.24, -0.20, -0.22, -0.16, 0.22, -0.13, -0.07, -0.26, 0.08, -0.38, 0.16, 0.23, -0.65, 0.25, 0.25, 0.25, 0.24, -0.47, 1.49, -0.52, -0.48, -0.68, -0.68, 0.17, -0.26, -0.18, -0.18, -0.17, -0.26, 0.41, 0.43, 0.22, 0.24, 0.24, 0.24, 0.23]
}